The molecule C6H8. Source: the OMol25 dataset; level of theory: the ωB97M-V functional and the def2-TZVPD basis.

Summary:
- relative energy (zero: lowest compared OMol25 entry of this formula, charge and spin) (kJ/mol) = 211.09
- Kohn-Sham gap (Ha) = 0.352
- structure (SMILES) = C=C=CC(=C)C
- highest occupied orbital energy (eV) = -8.6

```
14
Properties=species:S:1:pos:R:3:forces:R:3:mulliken_charge:R:1
C 0.0366 -0.5704 2.6402 -2.073 -0.699 -3.405 -0.70
C -0.4203 -0.8068 1.4108 -0.291 1.536 -0.296 0.05
C -0.7999 -0.7654 0.1373 0.822 0.236 0.174 -0.55
C -0.1357 0.1238 -0.8939 0.464 -1.476 -1.263 1.00
C -0.4670 0.0117 -2.2114 -1.996 -1.716 1.657 -0.90
C 0.9321 1.0314 -0.4133 -0.147 0.670 -2.696 -1.32
H 0.8308 -1.2066 2.8102 1.826 -0.799 1.510 0.29
H -0.5557 0.0140 3.2977 0.057 0.409 0.802 0.29
H -1.4703 -1.5068 -0.2793 -0.207 -0.008 0.215 0.31
H -1.3859 -0.6378 -2.3388 1.142 0.670 -0.274 0.16
H -0.0494 0.3590 -3.1529 0.318 0.497 0.700 0.32
H 0.3112 1.8575 -0.1981 0.001 1.729 0.685 0.32
H 1.6564 1.3094 -1.2064 -0.696 -0.058 0.157 0.32
H 1.5172 0.7870 0.3977 0.782 -0.991 2.035 0.40
```
Forces are in eV/Å.

---

The molecule C6H8. Source: the OMol25 dataset; level of theory: the ωB97M-V functional and the def2-TZVPD basis.

Summary:
- relative energy (zero: lowest compared OMol25 entry of this formula, charge and spin) (kJ/mol) = 86.71
- Kohn-Sham gap (Ha) = 0.369
- structure (SMILES) = C1=C[C@H]2C[C@H]2C1
- highest occupied orbital energy (eV) = -8.8

```
14
Properties=species:S:1:pos:R:3:forces:R:3:mulliken_charge:R:1
C 1.1023 -0.1413 0.9077 0.167 -0.269 -0.036 -0.52
C 0.3411 -1.2163 0.6670 -0.002 0.241 0.170 -0.54
C -0.6359 -0.9265 -0.4323 -0.219 0.000 0.080 -0.27
C -1.4352 0.3179 0.0422 -0.256 -0.134 -0.053 -0.63
C -0.2637 0.4606 -0.8751 0.085 0.211 -0.120 -0.28
C 1.0450 0.8455 -0.2428 0.032 0.065 0.058 -0.44
H 1.6370 0.0550 1.8291 0.393 -0.285 -0.233 0.36
H 0.3188 -2.1175 1.2730 -0.147 0.203 0.003 0.40
H -0.9868 -1.7040 -1.1104 -0.131 0.331 0.236 0.37
H -1.3274 0.4392 1.1128 0.159 0.342 -0.148 0.25
H -2.3638 0.7439 -0.3201 -0.201 -0.784 -0.351 0.31
H -0.5199 0.7517 -1.8892 0.186 0.055 0.136 0.40
H 1.0734 1.9068 0.0203 0.044 -0.146 0.180 0.30
H 1.8937 0.6405 -0.9121 -0.109 0.170 0.077 0.28
```
Forces are in eV/Å.

---

The molecule C6H8. Source: the OMol25 dataset; level of theory: the ωB97M-V functional and the def2-TZVPD basis.

Summary:
- relative energy (zero: lowest compared OMol25 entry of this formula, charge and spin) (kJ/mol) = 183.61
- Kohn-Sham gap (Ha) = 0.366
- structure (SMILES) = CC#CC1CC1
- highest occupied orbital energy (eV) = -8.8

```
14
Properties=species:S:1:pos:R:3:forces:R:3:mulliken_charge:R:1
C -0.1457 -2.7591 -0.7607 0.017 -0.107 -0.013 -1.08
C -0.1520 -1.3041 -0.9127 0.021 0.534 0.071 0.84
C -0.1942 -0.1038 -0.7896 -0.009 -0.540 0.062 -0.72
C -0.4232 1.1992 -0.1967 -0.186 -0.085 -0.005 -0.06
C 0.0805 1.2472 1.2294 -0.020 -0.005 0.269 -0.62
C 0.6229 2.2054 0.2208 0.133 0.123 -0.089 -0.56
H -1.1003 -3.0810 -0.3278 0.146 0.024 -0.132 0.27
H 0.6418 -3.0397 -0.0527 -0.082 -0.028 -0.161 0.26
H 0.0119 -3.3086 -1.6914 0.000 0.121 0.052 0.29
H -1.3996 1.6265 -0.4122 0.128 -0.097 0.125 0.35
H -0.5775 1.5671 2.0282 0.077 0.151 -0.110 0.25
H 0.7236 0.4066 1.4749 -0.169 0.180 0.066 0.26
H 0.2563 3.2259 0.2910 0.116 -0.143 -0.125 0.26
H 1.6554 2.1183 -0.1004 -0.173 -0.126 -0.009 0.25
```
Forces are in eV/Å.

---

The molecule C6H8. Source: the OMol25 dataset; level of theory: the ωB97M-V functional and the def2-TZVPD basis.

Summary:
- relative energy (zero: lowest compared OMol25 entry of this formula, charge and spin) (kJ/mol) = 330.96
- Kohn-Sham gap (Ha) = 0.344
- structure (SMILES) = C=C=C1C[C@@H]1C
- highest occupied orbital energy (eV) = -8.6

```
14
Properties=species:S:1:pos:R:3:forces:R:3:mulliken_charge:R:1
C -0.8287 -1.4564 2.0894 -0.344 -0.556 0.214 -0.73
C -0.0496 -1.2838 1.0433 -1.217 0.615 0.291 -0.10
C -0.2723 -0.4249 0.0965 0.378 0.009 -0.351 0.32
C -0.6790 -0.2768 -1.2854 0.066 0.002 -0.438 -0.60
C -0.0147 0.8601 -0.4933 0.264 0.150 -0.214 0.08
C 1.4375 1.1982 -0.6317 0.242 0.185 -0.269 -1.26
H -1.6468 -0.7434 2.0924 -0.316 -0.487 0.629 0.20
H -0.8316 -2.2776 2.7649 0.389 -0.248 0.764 0.31
H -0.0795 -0.8907 -1.9464 -0.046 0.259 -0.357 0.24
H -1.7348 -0.1836 -1.5305 0.162 -0.032 0.042 0.25
H -0.6989 1.6707 -0.2260 0.191 -0.235 0.042 0.32
H 2.0075 0.2727 -0.7668 0.000 0.233 -0.091 0.32
H 1.8067 1.6824 0.2796 -0.069 -0.039 -0.206 0.31
H 1.5841 1.8530 -1.4859 0.301 0.144 -0.057 0.33
```
Forces are in eV/Å.

---

A structure of composition C6H8. Source: the OMol25 dataset; level of theory: the ωB97M-V functional and the def2-TZVPD basis.

Summary:
- relative energy (zero: lowest compared OMol25 entry of this formula, charge and spin) (kJ/mol) = 448.13
- Kohn-Sham gap (alpha / beta) (Ha) = 0.254 / 0.260
- highest occupied orbital energy (alpha / beta) (eV) = -7.4 / -7.5

```
14
Properties=species:S:1:pos:R:3:forces:R:3:mulliken_charge:R:1
C 2.4399 0.8464 -0.2261 -0.148 -0.239 -0.032 -0.82
C 1.5833 -0.2863 0.2254 -0.555 0.202 0.255 -0.61
C 0.1615 -0.2988 0.1706 -0.613 0.268 0.213 0.54
C -0.6865 -1.2308 0.7120 0.062 -0.384 0.337 -0.37
C -1.1852 0.4344 -0.3263 0.431 0.414 -0.635 -0.52
C -1.9465 -0.8581 0.0105 0.006 0.071 0.272 -0.42
H 2.6693 1.4746 0.6570 -0.237 -0.195 -0.192 0.25
H 2.0212 1.4897 -1.0131 -0.035 0.049 0.141 0.29
H 3.4164 0.4567 -0.5486 -0.253 0.168 0.031 0.30
H -0.6094 -1.7883 1.6385 0.395 -0.624 -0.245 0.34
H -1.6114 1.2178 0.3188 0.819 0.029 -0.266 0.23
H -1.2146 0.7051 -1.3713 -0.055 0.412 -0.257 0.32
H -2.8138 -0.7775 0.6664 -0.115 0.082 -0.142 0.26
H -2.2243 -1.3852 -0.9139 0.299 -0.254 0.522 0.21
```
Forces are in eV/Å.

---

A structure of composition C6H8. Source: the OMol25 dataset; level of theory: the ωB97M-V functional and the def2-TZVPD basis.

Summary:
- relative energy (zero: lowest compared OMol25 entry of this formula, charge and spin) (kJ/mol) = 546.68
- Kohn-Sham gap (Ha) = 0.379
- highest occupied orbital energy (eV) = -9.4

```
14
Properties=species:S:1:pos:R:3:forces:R:3:mulliken_charge:R:1
C -1.2129 -1.3312 1.7533 -0.855 -4.837 5.456 -0.87
C -0.3263 -1.0418 0.7434 1.650 -1.964 -1.630 0.14
C 0.0291 0.1495 0.4784 4.544 4.066 -4.765 -0.45
C 1.0740 0.4230 -0.7487 -4.795 -3.176 -1.190 -0.60
C 0.4965 1.2865 -1.7494 -0.519 6.866 -3.732 -0.16
C 0.3485 2.2705 -2.5414 1.709 -0.186 1.167 -0.24
H -1.2037 -0.6538 2.6965 -0.101 -1.329 -1.658 0.27
H -0.7597 -2.5760 1.9649 -1.831 3.543 0.784 0.19
H -2.1996 -1.5636 1.4142 -0.853 0.134 -0.080 0.27
H 0.1063 -2.0036 0.3267 -0.243 1.943 -0.582 0.23
H -0.0830 1.2084 0.7587 -1.208 -1.088 1.160 0.29
H 1.2269 -0.4032 -1.4763 0.559 -0.703 1.479 0.24
H 1.9271 0.8279 -0.4114 3.219 1.330 1.165 0.39
H 0.5770 3.4075 -3.2089 -1.275 -4.597 2.425 0.29
```
Forces are in eV/Å.

---

A structure of composition C6H8AgLiO3. Source: the OMol25 dataset; level of theory: the ωB97M-V functional and the def2-TZVPD basis.

Summary:
- spin multiplicity = 2
- Kohn-Sham gap (alpha / beta) (Ha) = 0.104 / 0.150
- highest occupied orbital energy (alpha / beta) (eV) = -2.0 / -3.2
- charge = -1

```
19
Properties=species:S:1:pos:R:3:forces:R:3:mulliken_charge:R:1
C 0.1244 -1.5001 2.1657 0.237 -0.329 0.098 -0.80
C -0.3373 -2.6664 1.6117 0.123 0.532 0.554 0.25
O -0.5159 -2.9245 0.3600 -0.240 0.263 -0.194 -0.82
H 0.5152 -0.6884 1.5390 -0.207 -0.224 0.198 0.14
H 0.1937 -1.3998 3.2511 -0.028 -0.039 -0.315 0.22
H -0.6265 -3.4592 2.3390 0.116 0.060 -0.213 0.30
O -3.1914 0.5946 -0.2332 0.664 -0.252 -0.275 -0.83
Ag -1.5813 -0.9303 -0.0571 -0.468 -0.021 -0.019 0.34
C -2.5476 1.7645 -0.6103 -0.074 0.323 0.260 -0.11
C -1.1438 1.5385 -1.1286 1.024 -0.512 0.667 -0.59
C -0.0014 1.6268 -0.3321 -1.793 0.494 -0.116 -0.33
C 1.2986 1.2434 -0.6816 0.146 -1.044 -1.062 -0.09
O 2.3737 1.9492 -0.4644 1.502 0.056 0.510 -0.85
Li 4.1024 1.8700 -0.6101 -1.058 0.069 0.143 0.81
H -2.4629 2.4781 0.2481 0.011 -0.135 -0.174 0.21
H -3.1201 2.3227 -1.3924 0.100 -0.205 0.136 0.22
H -1.0448 1.1312 -2.1442 -0.001 0.148 0.263 0.38
H -0.1285 2.0241 0.6848 -0.012 0.396 -0.343 0.24
H 1.4188 0.2799 -1.2128 -0.043 0.421 -0.120 0.30
```
Forces are in eV/Å.

---

A structure of composition C6H8AgO6. Source: the OMol25 dataset; level of theory: the ωB97M-V functional and the def2-TZVPD basis.

Summary:
- spin multiplicity = 2
- relative energy (zero: lowest compared OMol25 entry of this formula, charge and spin) (kJ/mol) = 128.74
- Kohn-Sham gap (alpha / beta) (Ha) = 0.222 / 0.217
- highest occupied orbital energy (alpha / beta) (eV) = -8.6 / -8.6

```
21
Properties=species:S:1:pos:R:3:forces:R:3:mulliken_charge:R:1
O -1.5525 0.0510 2.3134 -0.269 -0.159 -0.423 -0.28
C -1.8624 -0.6343 3.3837 0.546 0.312 0.198 0.82
O -1.1318 -0.7699 4.3811 -0.345 -0.168 -0.227 -0.43
O -2.9864 -1.1922 3.4586 -0.038 -0.081 0.179 -0.38
C -0.1913 0.5221 2.1759 0.430 -0.035 0.253 -0.53
H 0.0143 1.2331 2.9885 -0.103 -0.228 -0.174 0.40
H 0.4865 -0.3373 2.2791 -0.153 0.211 0.028 0.35
C -0.0441 1.1836 0.8307 0.583 -0.687 -2.190 -0.88
H -0.9444 1.7653 0.5876 0.179 -0.120 0.152 0.38
H 0.7950 1.8906 0.8951 -0.171 -0.103 0.014 0.44
O 0.8047 -1.7729 -2.1652 -0.606 -0.031 -1.049 -0.70
C 0.6378 -0.9575 -3.1189 2.589 -1.847 2.321 0.78
C 0.2815 0.1428 -0.4588 -0.660 2.663 2.922 -0.34
O 1.2130 -1.0766 -4.2229 -0.080 -0.907 -1.830 -0.71
O 0.0091 0.1971 -2.8732 -0.894 1.286 -0.764 -0.37
C 0.4390 0.9548 -1.7402 -0.242 -0.720 0.323 -0.55
H 1.2540 -0.2838 -0.1724 -0.879 -0.721 -0.252 0.33
H -0.6316 -0.4667 -0.5183 0.940 -0.386 -0.042 0.29
H 1.4862 1.2463 -1.8931 -0.167 0.112 0.026 0.28
H -0.2010 1.8459 -1.7228 0.178 -0.226 -0.142 0.36
Ag 2.1245 -3.5414 -4.4081 -0.838 1.834 0.678 0.75
```
Forces are in eV/Å.

---

A structure of composition C6H8Br2SSi. Source: the OMol25 dataset; level of theory: the ωB97M-V functional and the def2-TZVPD basis.

Summary:
- Kohn-Sham gap (Ha) = 0.293
- highest occupied orbital energy (eV) = -9.1

```
18
Properties=species:S:1:pos:R:3:forces:R:3:mulliken_charge:R:1
C 0.5173 3.2282 1.0536 -1.435 0.330 0.524 -0.61
C 0.9893 2.0368 0.5369 2.108 -0.855 -0.780 -0.15
C -0.8428 3.2741 1.0999 1.271 -2.387 -1.043 -0.43
C 0.0352 1.1743 0.0969 -1.550 -0.335 0.508 0.24
C -0.0371 -3.2984 -0.5949 -1.074 0.061 1.359 -1.11
C -0.7283 -2.0202 -0.0285 2.542 0.070 0.226 -0.52
Si 0.3088 -0.5116 -0.5841 -1.002 0.610 -0.687 0.54
S -1.5950 1.8401 0.4915 1.764 0.293 -0.340 -0.09
Br 2.4722 -0.9639 -0.4675 -0.341 0.143 -0.303 -0.25
Br -0.6393 0.1821 -3.3501 0.830 -0.838 2.251 -0.44
H 1.0524 4.0302 1.4905 0.841 0.479 0.080 0.38
H 2.0735 1.8143 0.4540 -0.909 0.109 -0.014 0.25
H -1.2954 4.0866 1.5064 -1.953 1.921 0.959 0.47
H -0.2435 -3.2852 -1.6366 -0.501 -0.731 -0.968 0.35
H 1.0466 -3.3856 -0.5476 -0.106 0.053 0.739 0.30
H -0.5965 -4.0474 0.0253 1.009 -0.241 -1.335 0.29
H -0.9154 -2.2260 1.0574 0.152 1.119 -0.890 0.42
H -1.6019 -1.9284 -0.6032 -1.645 0.200 -0.286 0.36
```
Forces are in eV/Å.

---

A cluster of 2 separate species, C6H8Br3O3S in total. Source: the OMol25 dataset; level of theory: the ωB97M-V functional and the def2-TZVPD basis.

Summary:
- relative energy (zero: lowest compared OMol25 entry of this formula, charge and spin) (kJ/mol) = 3.05
- Kohn-Sham gap (Ha) = 0.309
- highest occupied orbital energy (eV) = -5.5
- charge = -1

```
21
Properties=species:S:1:pos:R:3:forces:R:3:mulliken_charge:R:1
C 0.8268 0.9502 0.7442 -3.316 -1.375 -0.872 -0.35
C 1.9788 0.4895 -0.1014 3.378 3.249 1.661 -0.76
C 0.0020 -0.3133 1.2684 2.550 1.885 0.318 -1.02
C 1.5943 -0.2629 -1.2791 1.088 -3.783 -0.333 -0.64
C 0.0557 -1.4119 0.3369 0.511 -1.015 -2.788 0.34
C 0.6986 -1.4133 -0.8589 -0.031 -0.039 1.889 0.16
O -2.4812 1.5834 1.2203 0.262 0.738 -0.113 -0.55
O -2.7525 -0.5704 0.1712 -0.552 0.162 -0.062 -0.50
O -1.6581 1.1447 -1.1008 -0.718 0.658 0.648 -0.58
S -2.5940 0.8546 -0.0173 0.892 -1.525 -0.588 1.10
Br -1.0142 -2.8484 0.8499 -0.107 -0.921 0.359 -0.14
Br 0.8065 -2.9621 -1.9304 -0.152 -0.037 -0.289 -0.21
Br -4.5623 1.4561 -0.7689 -1.112 0.532 -0.572 -0.41
H 0.8759 1.6377 1.5780 1.013 0.146 0.059 0.40
H 0.0362 1.3935 0.0612 1.328 -0.080 0.591 0.11
H 2.5624 1.4653 -0.4626 -0.813 -1.988 0.784 0.25
H 2.6882 -0.1495 0.5025 -0.455 0.770 -0.440 0.27
H 0.3742 -0.6706 2.2342 -0.136 0.124 0.105 0.50
H -0.9748 0.0601 1.3445 -1.087 -0.129 0.851 0.27
H 1.0504 0.2753 -1.9489 -1.479 1.919 -2.070 0.36
H 2.4870 -0.7082 -1.8431 -1.062 0.709 0.861 0.40
```
Forces are in eV/Å.